Below is 6 unconnected molecules or ions with the total composition C36H90N6O12 at a distorted geometry, with properties calculated with wB97M-V/def2-TZVPD.

LUMO level (eV): 0.56
Kohn-Sham gap (eV): 8.871
E (eV): -72286.9352
ΔE to the lowest compared entry with this formula, charge and spin (eV): 17.815
SMILES: COCCNCCOC.COCCNCCOC.COCCNCCOC.COCCNCCOC.COCCNCCOC.COCCNCCOC
HOMO energy (eV): -8.31

ORCA input file:
```
! wB97M-V def2-TZVPD RIJCOSX def2/J DEFGRID3
* xyz 0 1
H -11.132 26.303 9.700
C -10.349 27.940 5.848
C -19.478 29.029 16.351
C -7.165 24.469 26.631
H -6.621 31.532 17.243
H -17.141 22.078 9.325
H -8.026 28.896 6.344
H -9.260 32.431 3.394
H -18.478 29.000 14.041
H -7.539 22.442 24.988
C -7.816 23.457 24.705
H -1.400 31.436 21.238
H -9.704 22.494 23.957
C -8.749 27.380 15.175
H -6.151 28.148 19.428
O -6.653 28.924 17.609
H -8.703 26.674 14.346
C -19.983 27.197 12.632
H -12.926 23.418 16.989
C -4.785 32.428 19.125
H -19.889 27.253 14.597
H -7.542 25.118 27.421
H -16.647 21.586 10.982
H -8.784 26.357 21.852
C -16.935 22.418 10.340
H -5.322 30.326 19.079
H -12.589 22.723 15.342
H -6.788 23.496 26.948
C -17.891 23.226 13.204
C -10.306 27.522 7.362
H -10.398 29.779 4.895
C -9.107 25.468 21.311
H -10.159 25.336 21.562
H -14.658 25.579 10.746
H -5.278 33.310 19.533
H -7.668 32.420 3.091
O -14.566 23.410 15.713
O -8.139 24.285 25.721
C -15.129 22.099 15.479
H -16.824 21.072 14.908
H -0.652 30.877 19.785
H -16.206 23.206 10.148
C -6.909 31.248 18.256
N -12.239 28.862 13.028
H -18.466 24.896 11.854
H -10.840 26.081 19.275
H -10.807 24.716 9.035
H -15.298 21.507 16.379
N -16.518 22.880 13.804
H -8.980 26.670 15.970
N -5.763 31.226 19.201
O -22.322 27.297 13.153
C -14.672 26.661 10.611
N -8.756 23.062 22.174
C -6.470 27.814 18.441
C -18.157 27.968 13.897
O -10.774 26.163 7.663
C -13.082 23.509 15.914
H -7.361 27.188 18.501
C -11.294 29.680 13.810
H -3.358 33.316 20.294
H -14.519 21.433 14.870
C -12.012 28.894 11.537
C -17.561 27.712 15.266
H -14.708 26.856 9.540
H -8.417 29.856 17.415
C -9.967 26.711 19.446
O -18.108 23.117 10.822
H -19.975 29.369 15.443
N -9.943 29.346 5.686
H -9.605 22.942 21.640
H -14.106 29.156 10.971
H -10.189 27.463 20.203
C -7.566 29.847 18.096
O -8.518 30.479 3.355
C -9.006 23.282 23.674
C -8.084 24.198 21.530
H -15.615 27.049 10.995
H -6.303 24.997 26.226
H -7.775 23.812 20.559
C -8.539 29.664 5.766
H -9.640 27.366 5.251
H -8.133 28.707 3.802
C -10.519 25.766 8.976
H -8.224 31.987 4.778
H -18.420 22.281 13.084
H -21.283 25.654 13.411
H -19.943 28.139 16.776
H -17.721 26.679 15.574
O -13.512 27.096 11.113
H -9.718 28.301 13.084
H -11.818 29.915 11.209
C -13.261 28.494 10.787
H -11.179 30.662 13.351
H -16.489 27.762 15.077
H -8.075 29.511 18.998
O -18.048 28.752 16.197
H -5.805 27.138 17.905
H -20.047 28.218 12.256
C -7.872 29.629 4.321
H -21.693 26.039 11.738
C -17.839 24.005 11.875
H -16.984 22.518 15.866
H -12.733 24.529 15.750
H -11.030 28.167 7.860
H -9.553 27.303 18.629
C -3.626 32.264 20.195
H -22.375 26.455 14.986
H -8.324 30.607 6.268
O -2.693 31.378 19.701
H -19.410 26.818 11.786
H -13.152 28.716 9.725
H -9.306 27.609 7.788
C -16.516 22.116 14.968
H -23.480 27.812 14.713
H -18.389 23.786 13.996
H -3.996 31.951 21.172
H -11.146 28.372 11.130
H -19.760 29.810 17.056
H -17.435 27.791 13.100
N -19.287 27.001 13.827
H -9.065 29.720 13.961
C -1.386 31.591 20.159
H -15.895 23.634 14.056
O -8.986 25.828 19.896
C -21.339 26.460 12.679
H -11.716 29.697 14.815
H -1.060 32.610 19.951
C -8.380 31.869 3.706
H -7.187 24.389 22.119
H -9.473 25.703 9.275
O -9.924 28.245 15.154
H -9.546 24.219 23.809
H -4.373 32.650 18.140
H -7.643 31.973 18.607
C -22.459 27.458 14.566
H -6.784 29.598 4.388
H -12.037 27.961 13.437
H -21.953 28.296 15.044
H -6.873 23.826 24.302
H -16.870 24.488 11.749
H -11.389 27.638 5.726
C -9.848 28.962 13.941
H -7.787 27.885 15.253
*
```


Below is a molecular structure, C23H24N4O2RuSe at a distorted geometry, with properties calculated with wB97M-V/def2-TZVPD.

LUMO level (spin up / spin down) (eV): -4.09 / -4.10
Kohn-Sham gap (spin up / spin down) (eV): 6.632 / 6.582
E (eV): -102218.1325
ΔE to the lowest compared entry with this formula, charge and spin (eV): 2.828
Expectation value of S²: 0.7624
HOMO energy (spin up / spin down) (eV): -10.72 / -10.68

ORCA input file:
```
! wB97M-V def2-TZVPD RIJCOSX def2/J DEFGRID3
* xyz 1 2
N 2.999 -0.039 -0.842
C -1.363 -2.442 -0.818
C -3.570 -3.320 -0.319
H -4.346 -2.826 1.616
H 0.635 -2.940 -1.465
C -4.798 -4.076 -0.747
H -1.501 -1.518 3.228
C 1.034 6.005 0.359
Se 4.396 -0.539 3.431
C 1.602 3.749 -0.216
N 2.506 1.194 2.015
C 4.639 -2.006 -0.345
C 2.004 4.984 0.178
H -3.381 2.482 -0.959
C -2.431 -1.939 1.322
O 1.002 -1.186 0.597
C 4.049 -3.361 -0.753
H -2.511 -0.220 2.625
C -3.516 -2.705 0.928
C -0.289 5.762 0.133
H 3.928 -3.429 -1.833
H -2.499 -3.680 -2.135
O -0.461 0.253 1.192
C 0.243 3.460 -0.389
H 0.145 -1.322 -1.922
C -1.356 -1.807 0.430
C -0.217 -2.345 -1.800
N -0.063 2.155 -0.656
H 4.822 -1.962 0.732
H 1.362 6.988 0.667
C -0.717 4.462 -0.246
C -2.482 -3.186 -1.170
C -2.363 2.797 -0.781
N 2.451 2.619 -0.469
H 4.728 -4.148 -0.433
C -0.232 -0.924 0.772
C 3.727 -0.904 -0.638
C 3.265 0.488 2.599
H -1.559 0.809 -1.059
Ru 1.473 0.839 0.399
H 3.084 -3.519 -0.275
H 2.339 2.288 -1.423
H -4.584 -4.749 -1.575
H -1.025 6.547 0.248
C -2.426 -1.304 2.692
H 5.585 -1.803 -0.846
H 3.054 5.194 0.345
H -5.213 -4.656 0.077
C -1.330 1.845 -0.849
C -2.063 4.089 -0.456
H -3.258 -1.679 3.283
H 3.427 2.791 -0.262
H -2.845 4.829 -0.339
H -5.571 -3.379 -1.077
H -0.528 -2.714 -2.775
*
```


Below is a molecular structure, C20H33IrN6O3P at a distorted geometry, with properties calculated with wB97M-V/def2-TZVPD.

LUMO level (spin up / spin down) (eV): -11.25 / -16.20
Kohn-Sham gap (spin up / spin down) (eV): 6.298 / 4.548
E (eV): -48437.9865
Expectation value of S²: 8.7811
HOMO energy (spin up / spin down) (eV): -17.54 / -20.75

ORCA input file:
```
! wB97M-V def2-TZVPD RIJCOSX def2/J DEFGRID3
* xyz 4 6
C 4.051 -2.998 -1.237
H -4.100 -0.214 1.886
H -0.816 4.505 3.717
C -0.672 -1.303 -2.282
C -1.207 -1.133 4.984
N 3.195 -2.728 -0.493
H -5.666 -3.403 -0.334
H 4.647 -4.335 -2.721
H -1.261 -2.207 -2.154
H -4.769 1.291 4.409
C -3.617 -0.534 2.822
H -4.374 -0.988 3.483
H -4.454 1.953 2.782
H 0.413 6.761 -1.746
H -2.295 -1.000 4.983
H 1.188 -0.342 5.301
N -2.998 0.597 3.512
C 0.910 1.001 -2.307
C -1.246 -0.052 -1.968
H -0.859 -1.137 6.032
O -0.896 1.023 1.799
H -1.436 3.532 5.658
C -0.972 2.598 5.315
H -2.263 0.005 -1.590
H -5.216 -2.721 -1.901
H -6.056 -1.684 -0.754
C 1.425 -0.220 -2.816
H 0.105 2.608 5.555
H 1.073 -2.327 -3.096
H 6.019 -3.711 -1.739
C 0.132 -1.644 0.609
C -0.127 6.583 -0.810
H -1.427 1.754 5.849
H 0.342 3.468 2.789
C -0.475 1.110 -2.068
N -1.205 2.484 3.886
C 5.049 -3.453 -2.200
H -1.193 6.790 -0.963
C 1.615 0.786 0.480
O 2.358 1.383 1.140
H -3.513 2.538 4.175
C 0.027 5.197 -0.403
H -0.947 -2.100 4.518
C -4.032 -2.069 -0.313
H 1.273 0.964 4.104
H 5.184 -2.681 -2.975
N -0.590 -0.034 4.274
O -0.127 -2.541 1.292
N -2.969 -1.788 0.078
H -2.889 -1.294 2.529
P -1.391 0.971 3.190
H -0.902 2.075 -1.814
N 0.096 4.077 -0.104
H 0.267 7.252 -0.034
H 1.579 1.816 -2.033
C -5.319 -2.494 -0.839
H 1.287 -0.727 3.557
C 0.863 -0.034 4.301
Ir 0.558 -0.312 -0.646
H 2.476 -0.294 -3.106
H -1.279 3.711 2.165
C 0.634 -1.367 -2.799
C -0.709 3.603 3.095
C -3.981 1.656 3.732
*
```


Below is 2 unconnected molecules or ions with the total composition C2H4OS2 at a distorted geometry, with properties calculated with wB97M-V/def2-TZVPD.

LUMO level (eV): -0.64
Kohn-Sham gap (eV): 8.469
E (eV): -25851.9636
ΔE to the lowest compared entry with this formula, charge and spin (eV): 4.532
SMILES: C#C.SOS
HOMO energy (eV): -9.11

ORCA input file:
```
! wB97M-V def2-TZVPD RIJCOSX def2/J DEFGRID3
* xyz 0 1
H -1.537 0.029 -0.681
C -2.409 -0.387 -0.374
H 2.989 -0.627 -1.385
S 1.023 0.801 0.641
H 1.627 2.007 0.516
C -3.503 -0.387 0.117
S 3.677 -0.479 -0.234
O 2.458 -0.281 0.793
H -4.325 -0.675 0.607
*
```


Below is a molecular structure, C21H17F6MgN3O4PS2 at a distorted geometry, with properties calculated with wB97M-V/def2-TZVPD.

LUMO level (spin up / spin down) (eV): 4.19 / 4.17
Kohn-Sham gap (spin up / spin down) (eV): 5.622 / 6.966
E (eV): -87433.6615
ΔE to the lowest compared entry with this formula, charge and spin (eV): 0.000
Expectation value of S²: 0.7655
HOMO energy (spin up / spin down) (eV): -1.43 / -2.79

ORCA input file:
```
! wB97M-V def2-TZVPD RIJCOSX def2/J DEFGRID3
* xyz -2 2
F 7.914 10.924 16.114
H 7.187 4.676 8.037
C 4.616 10.712 8.389
H 10.966 6.003 9.431
C 9.063 7.583 14.563
H 5.282 8.786 14.921
O 4.950 6.289 13.275
H 6.976 4.449 10.448
C 5.422 7.093 14.027
C 6.790 6.962 14.630
H 9.621 4.378 11.091
C 6.403 9.267 9.278
H 10.231 6.038 11.556
S 6.209 9.856 10.843
C 9.341 5.426 11.350
H 6.116 6.031 16.400
H 11.862 8.913 13.957
N 7.834 7.421 13.891
C 8.538 7.511 10.195
O 4.726 8.170 14.428
Mg 8.037 8.617 11.993
H 9.626 7.834 10.007
N 6.003 8.824 5.797
C 8.817 4.415 6.672
P 6.895 11.412 14.930
C 5.772 9.285 6.831
C 8.483 6.011 10.207
C 5.609 9.690 8.186
C 7.007 6.425 15.902
F 5.714 10.452 15.616
C 8.220 4.848 7.862
H 8.460 6.057 17.500
S 7.672 8.146 8.755
H 12.065 5.062 7.450
C 9.290 7.027 15.850
C 10.969 5.038 7.500
O 11.257 8.397 14.501
C 7.020 5.555 10.476
H 6.647 5.866 11.446
C 10.087 8.282 13.863
C 10.339 5.554 8.635
H 10.677 4.098 5.618
C 10.210 4.416 6.529
F 8.068 12.307 14.265
O 9.890 8.815 12.736
H 10.281 7.123 16.286
H 6.290 5.960 9.799
H 8.148 3.937 5.905
F 7.356 10.176 13.986
C 8.976 5.427 8.884
H 8.814 5.429 12.325
N 3.771 11.472 8.530
F 6.491 12.642 15.890
F 5.867 11.894 13.792
C 8.281 6.445 16.504
*
```


Below is C5H7NO in the gas phase at a distorted geometry, with properties calculated with wB97M-V/def2-TZVPD.

LUMO level (eV): 0.76
Kohn-Sham gap (eV): 11.700
E (eV): -8834.1528
ΔE to the lowest compared entry with this formula, charge and spin (eV): 2.050
SMILES: CC[C@@]1(C#N)CO1
HOMO energy (eV): -10.94

ORCA input file:
```
! wB97M-V def2-TZVPD RIJCOSX def2/J DEFGRID3
* xyz 0 1
N 0.556 1.099 -2.604
H -2.607 0.018 0.755
H -1.330 1.206 1.020
H -1.921 0.884 -0.611
H -0.994 -1.453 -0.459
H -0.419 -1.152 1.160
C -0.630 -0.670 0.200
H 1.561 -0.274 1.571
C 0.671 -0.184 -0.357
C 1.783 -0.023 0.535
H 2.472 0.798 0.420
O 1.946 -1.111 -0.320
C 0.636 0.523 -1.608
C -1.676 0.419 0.347
*
```